[1]
C4H8ClN | wB97M-V/def2-TZVPD

The geometry in XYZ format:
```
14
Properties=species:S:1:pos:R:3:mulliken_charge:R:1
C 0.431 0.702 -0.153 0.097
C 0.405 -0.470 0.838 0.459
C -0.628 1.283 -1.046 -1.207
C -0.816 -1.345 0.771 -1.383
N 0.996 -0.496 -0.479 -0.442
Cl 3.603 -0.287 -0.241 -0.348
H 1.024 1.461 0.041 0.465
H 0.988 -0.204 1.711 0.430
H -0.601 2.414 -0.971 0.358
H -1.620 0.905 -0.654 0.221
H -0.455 0.938 -2.071 0.307
H -0.595 -2.276 0.112 0.291
H -1.621 -0.845 0.455 0.372
H -1.110 -1.781 1.686 0.380
```

Multiplicity: 1
E_LUMO (alpha / beta): -2.593 / -2.595 eV
Strongest force on any atom: 5.064 eV/Å
Orbital gap (alpha / beta): 7.23 / 7.23 eV
Energy above the lowest of the compared OMol25 structures with the same formula, charge and spin: 102.8 kcal per mole
E_HOMO (alpha / beta): -9.83 / -9.83 eV
Net charge: 0

***

[2]
C4H4O2 | wB97M-V/def2-TZVPD

The geometry in XYZ format:
```
10
Properties=species:S:1:pos:R:3:mulliken_charge:R:1
O 1.926 1.385 1.211 -0.454
C 0.871 1.775 0.804 0.221
O -0.146 0.980 0.363 -0.244
C 0.049 -0.373 0.426 -0.236
C -0.804 -1.223 -0.240 0.010
C -1.948 -1.650 -0.695 -0.473
H 0.555 2.822 0.724 0.368
H 0.276 -1.420 -0.712 0.214
H 0.945 -0.687 0.952 0.410
H -2.017 -2.064 -1.701 0.184
```

Multiplicity: 1
E_LUMO (alpha / beta): -0.458 / -0.458 eV
Strongest force on any atom: 0.592 eV/Å
Orbital gap (alpha / beta): 7.74 / 7.74 eV
Energy above the lowest of the compared OMol25 structures with the same formula, charge and spin: 112.7 kcal per mole
E_HOMO (alpha / beta): -8.20 / -8.20 eV
Net charge: 0

***

[3]
C5H8N2 | wB97M-V/def2-TZVPD

The geometry in XYZ format:
```
15
Properties=species:S:1:pos:R:3:mulliken_charge:R:1
C -0.148 -0.400 2.033 -1.050
C 0.631 -0.741 0.768 -0.368
N 0.106 -0.067 -0.410 0.173
C 0.769 0.829 -1.216 -0.126
C -0.119 1.173 -2.196 -0.498
N -1.311 0.516 -2.020 -0.617
C -1.137 -0.214 -0.946 -0.055
H 0.286 -0.922 2.892 0.348
H -0.120 0.677 2.228 0.305
H -1.195 -0.707 1.944 0.313
H 0.621 -1.822 0.591 0.272
H 1.678 -0.440 0.874 0.270
H 1.788 1.129 -1.013 0.335
H 0.029 1.859 -3.020 0.375
H -1.880 -0.870 -0.507 0.324
```

Multiplicity: 1
E_LUMO: 0.895 eV
Strongest force on any atom: 0.205 eV/Å
Orbital gap: 9.61 eV
Energy above the lowest of the compared OMol25 structures with the same formula, charge and spin: 3.5 kcal per mole
E_HOMO: -8.71 eV
Net charge: 0
SMILES: CCn1ccnc1

***

[4]
C14H19Cl2NO3 | wB97M-V/def2-TZVPD

The geometry in XYZ format:
```
39
Properties=species:S:1:pos:R:3:mulliken_charge:R:1
C 3.694 1.677 1.968 -2.028
H 4.319 2.539 1.756 0.455
H 4.246 1.004 2.621 0.446
H 2.803 2.025 2.489 0.493
C 3.312 0.970 0.669 1.372
N 2.423 -0.138 1.048 -0.123
C 1.986 -1.153 0.283 0.649
O 2.340 -1.357 -0.866 -0.778
C 1.000 -2.057 1.012 -0.772
H 0.138 -1.461 1.322 0.404
H 1.488 -2.432 1.915 0.568
C 0.542 -3.243 0.163 -0.867
H 1.414 -3.768 -0.226 0.374
C -0.330 -2.841 -1.031 -0.560
H 0.241 -2.223 -1.724 0.317
H -0.652 -3.745 -1.555 0.337
O -1.530 -2.212 -0.612 -0.473
C -1.642 -0.868 -0.546 -0.066
C -0.780 0.070 -1.109 -0.001
C -1.031 1.427 -1.001 -0.973
C -2.149 1.872 -0.318 0.359
C -3.029 0.966 0.254 -0.623
C -2.772 -0.385 0.136 0.609
Cl -3.856 -1.524 0.843 -0.207
H -3.904 1.305 0.785 0.445
Cl -2.455 3.565 -0.171 -0.231
H -0.356 2.135 -1.454 0.493
H 0.101 -0.245 -1.643 0.408
H -0.028 -3.926 0.795 0.424
H 2.018 -0.054 1.968 0.320
C 2.568 1.928 -0.263 -1.643
H 3.217 2.757 -0.530 0.511
H 2.280 1.414 -1.175 0.309
H 1.676 2.313 0.228 0.438
C 4.601 0.437 -0.011 -0.989
O 4.488 0.199 -1.378 -0.617
H 3.768 -0.451 -1.498 0.420
H 5.384 1.193 0.094 0.449
H 4.922 -0.469 0.528 0.348
```

Multiplicity: 1
E_LUMO: 0.510 eV
Strongest force on any atom: 0.941 eV/Å
Orbital gap: 9.09 eV
Energy above the lowest of the compared OMol25 structures with the same formula, charge and spin: 0.0 kcal per mole
E_HOMO: -8.58 eV
Net charge: 0
SMILES: CC(C)(CO)NC(=O)CCCOc1ccc(Cl)cc1Cl

***

[5]
C43H26N11OS2W | wB97M-V/def2-TZVPD

The geometry in XYZ format:
```
84
Properties=species:S:1:pos:R:3:lowdin_spin:R:1
W -1.190 0.664 1.076 0.809
C -1.836 -4.805 -2.659 0.046
C -0.469 -4.786 -3.020 0.008
C 0.369 -3.794 -2.579 0.032
C -0.183 -2.795 -1.761 0.051
C 0.354 -1.636 -1.155 0.259
N -0.657 -0.796 -0.678 -0.007
C -1.814 -1.561 -0.757 0.127
N -3.106 -1.108 -0.839 0.131
C -3.109 0.118 -1.460 0.003
C -3.769 0.465 -2.751 -0.007
C -4.823 -0.088 -3.462 0.000
C -5.075 0.385 -4.737 -0.007
C -4.269 1.369 -5.309 -0.001
C -3.195 1.901 -4.620 -0.005
C -2.949 1.452 -3.332 -0.005
C -1.852 1.690 -2.359 -0.028
N -0.741 2.285 -2.542 0.041
C 0.279 2.191 -1.638 0.003
N 0.302 1.630 -0.349 -0.001
C 1.560 1.728 0.149 0.046
N 2.059 1.253 1.368 0.009
C 1.893 0.036 1.740 0.016
N 0.999 -0.872 1.201 0.049
C 1.966 -1.461 0.394 0.055
N 1.739 -1.687 -0.850 0.029
C 3.263 -1.582 1.165 0.002
C 4.410 -2.326 0.984 0.004
C 5.455 -2.127 1.884 0.000
C 5.361 -1.179 2.892 0.004
C 4.219 -0.394 3.043 0.001
C 3.162 -0.645 2.198 0.005
C 2.389 2.391 -0.778 0.011
C 3.758 2.721 -0.777 0.008
C 4.276 3.344 -1.881 0.001
C 3.464 3.640 -3.001 0.013
C 2.134 3.317 -3.027 -0.003
C 1.573 2.685 -1.899 0.018
N -2.148 0.996 -1.221 0.049
C -1.528 -2.829 -1.373 0.081
C -2.378 -3.837 -1.852 0.002
H -2.473 -5.590 -3.051 0.003
H -0.084 -5.561 -3.672 -0.001
H 1.413 -3.757 -2.858 0.002
H -5.419 -0.881 -3.027 0.000
H -5.894 -0.028 -5.313 0.000
H -4.480 1.702 -6.318 0.000
H -2.541 2.638 -5.071 0.000
H 4.491 -3.032 0.167 0.000
H 6.367 -2.703 1.783 0.000
H 6.205 -1.028 3.554 0.000
H 4.174 0.399 3.779 0.000
H 4.378 2.469 0.075 0.001
H 5.329 3.602 -1.907 0.000
H 3.913 4.121 -3.862 0.001
H 1.521 3.527 -3.895 0.000
H -3.433 -3.821 -1.614 0.000
S -2.303 1.574 3.459 0.074
C -1.841 0.044 3.823 0.022
N -1.265 -0.649 2.787 0.020
C -0.943 -1.969 3.175 0.002
C -0.430 -2.990 2.388 0.003
C -0.186 -4.227 2.952 0.001
C -0.455 -4.476 4.297 0.001
C -0.999 -3.479 5.083 0.001
C -1.245 -2.243 4.514 0.002
S -1.980 -0.856 5.306 0.004
H -0.234 -2.815 1.340 0.002
H 0.219 -5.015 2.329 0.000
H -0.258 -5.452 4.722 0.000
H -1.240 -3.659 6.124 0.000
O -2.857 1.117 1.013 -0.015
C -2.056 3.968 0.646 0.002
C -0.929 3.724 1.589 0.000
N -0.346 2.568 1.939 0.021
C 0.661 2.922 2.830 0.007
C 0.679 4.256 3.004 0.001
N -0.327 4.742 2.207 0.000
H -2.427 3.042 0.211 0.001
H -1.718 4.619 -0.161 0.000
H -2.879 4.456 1.171 0.000
H 1.282 2.212 3.340 0.000
H 1.310 4.866 3.623 0.000
H -0.588 5.711 2.090 0.000
```

Multiplicity: 3
E_LUMO (alpha / beta): 2.268 / 1.688 eV
Strongest force on any atom: 3.799 eV/Å
Orbital gap (alpha / beta): 5.46 / 5.01 eV
Energy above the lowest of the compared OMol25 structures with the same formula, charge and spin: 154.3 kcal per mole
E_HOMO (alpha / beta): -3.19 / -3.32 eV
Net charge: -1

***

[6]
C4H6O2 | wB97M-V/def2-TZVPD

The geometry in XYZ format:
```
12
Properties=species:S:1:pos:R:3:mulliken_charge:R:1
C 1.164 0.069 -0.682 -1.131
C -0.147 0.533 0.247 1.011
O -0.266 1.780 0.432 -0.733
C -0.005 -0.469 1.251 -0.770
C -1.391 -0.053 -0.644 -0.013
O -1.377 -1.005 -1.365 -0.444
H 0.852 -0.721 -1.365 0.376
H 2.037 -0.241 -0.106 0.351
H 1.373 1.011 -1.188 0.327
H 0.004 -1.519 0.972 0.332
H 0.127 -0.207 2.302 0.299
H -2.240 0.639 -0.520 0.395
```

Multiplicity: 1
E_LUMO (alpha / beta): -1.913 / -1.282 eV
Strongest force on any atom: 0.744 eV/Å
Orbital gap (alpha / beta): 6.85 / 7.72 eV
Energy above the lowest of the compared OMol25 structures with the same formula, charge and spin: 111.9 kcal per mole
E_HOMO (alpha / beta): -8.76 / -9.01 eV
Net charge: 0